The following is a quantum chemistry calculation of the ion C17H17F2N2O5 with charge +1 in a non-equilibrium geometry, from the Open Molecules 2025 dataset.

Positions of all 43 atoms, in Å:
1 F -3.22592 -0.58900 -4.88984
2 F -2.82719 2.95207 -3.25823
3 O -4.85373 0.22570 0.56470
4 O -1.23503 1.60732 -4.49226
5 O -2.77303 -2.01405 -2.92507
6 O -4.83917 0.13759 1.88124
7 O 1.93114 0.44886 3.12859
8 N -2.58216 0.47389 -2.64960
9 N 2.71367 -1.72003 -1.52460
10 C -2.36221 0.66672 0.02303
11 C 0.70403 -0.67044 -0.03933
12 C -1.70428 0.24428 -1.44309
13 C 1.71651 1.87135 2.82268
14 C 3.59112 -3.15040 1.50195
15 C 0.47893 -0.81037 -2.85759
16 C 1.97070 -1.48496 -2.81829
17 C 3.18418 -1.74576 1.11075
18 C -1.46168 0.44464 1.37056
19 C -3.89066 1.28626 0.11921
20 C 0.07270 -0.22134 1.39568
21 C -0.19944 -0.39945 -1.42019
22 C -2.86536 -0.78282 -3.43591
23 C 2.17900 -1.36365 -0.12109
24 C 0.73340 -0.36706 2.88139
25 C 2.64561 2.26217 1.52647
26 C -2.13542 1.63278 -3.50701
27 H -0.08023 -0.08717 3.70840
28 H 0.58884 2.18190 2.73373
29 H 1.01216 -1.50329 3.11778
30 H 3.30586 1.31257 1.23850
31 H 2.15702 2.48260 3.74699
32 H 3.40895 3.13282 1.80339
33 H -3.88703 2.13789 0.93399
34 H 4.15791 -3.81334 0.71093
35 H 3.69874 -0.88733 1.75173
36 H 3.34473 -3.48396 2.60139
37 H -4.17914 1.74408 -0.91987
38 H 3.67583 -2.16704 -1.61481
39 H 2.44310 -1.81023 -3.86244
40 H 2.02907 2.54537 0.55705
41 H -0.08279 -0.65980 -3.90007
42 H -4.59198 -0.83109 2.04738
43 H -1.96674 0.77171 2.40178

- SMILES: C=Cc1[nH+]ccc2c(N(C(=O)F)C(=O)F)c(COO)cc(COCC)c12
- Total charge: +1
- E_LUMO: -5.53 eV
- Frontier orbital gap: 6.45 eV
- M: 367.33 g/mol

Here are the Mulliken charges for atoms 1 to 8, given in e: -0.230, -0.229, -0.151, -0.398, -0.411, -0.374, -0.382, 0.274


The following is a quantum chemistry calculation of a cluster of 6 separate species, C31H47F2N3O23S5 in total in a non-equilibrium geometry, from the Open Molecules 2025 dataset.

Positions of all 111 atoms, in Å:
1 S 7.38352 -2.86947 5.20655
2 S -0.94904 -0.54744 -7.59716
3 S -12.34405 -2.80378 0.64620
4 S -8.13525 -0.10826 -2.64386
5 S 4.74798 -2.20931 2.38058
6 F -4.67101 1.02782 0.94863
7 F -0.84206 2.71152 -2.76341
8 O -2.83462 0.30157 1.88582
9 O -8.81292 0.72911 -1.45920
10 O -1.59930 -2.00755 -7.74236
11 O 7.90731 -4.38925 5.15449
12 O 5.96513 -2.89362 5.28999
13 O 5.02881 2.58793 1.28319
14 O -2.18093 0.28780 -8.19698
15 O -11.24896 -2.18169 -0.35060
16 O -11.90040 -4.08075 1.07330
17 O 4.41387 -1.98900 3.92983
18 O 8.07784 -2.10586 4.24213
19 O -13.51298 -3.01346 -0.43218
20 O 3.81868 -3.49214 2.14022
21 O 7.97631 -2.49814 6.65656
22 O 6.10380 -2.61347 2.25819
23 O -12.73165 -1.79594 1.56423
24 O -7.10718 -0.94774 -1.75233
25 O -0.83317 -0.23204 -6.21655
26 O -7.41394 0.78545 -3.47308
27 O -9.09914 -1.00972 -3.17355
28 O 0.15063 -0.45580 -8.48471
29 O 0.08516 3.17506 5.33264
30 O 4.22141 -1.12250 1.63779
31 N 5.63761 -2.57513 -0.96874
32 N 2.83774 2.96204 1.78551
33 N 2.13625 1.36498 -0.51057
34 C 0.48938 3.33166 2.14602
35 C -7.09146 -0.43755 -0.40726
36 C -3.14688 -0.60106 -8.76927
37 C 0.85650 4.21031 3.32784
38 C 5.67395 -1.16940 -1.46521
39 C 3.32795 -2.83517 4.31294
40 C -8.47756 0.12921 -0.19644
41 C 1.02125 3.41739 4.61801
42 C 4.29853 -0.49541 -1.30949
43 C 8.80284 -4.63719 6.24340
44 C -2.65405 2.19187 0.39576
45 C -13.16128 -2.37864 -1.66956
46 C 1.18353 1.95043 0.28942
47 C 5.18170 6.18731 0.58487
48 C -0.36025 0.55654 -3.74942
49 C -0.09298 1.53264 -2.58207
50 C 3.69859 2.39387 0.99516
51 C -1.18538 2.34339 0.70005
52 C -11.65049 -2.41918 -1.70818
53 C 5.78428 4.95712 1.30776
54 C -3.00728 -1.88266 -7.97628
55 C 4.47406 1.01667 -1.01256
56 C -3.32090 1.08930 1.17033
57 C 1.54051 2.73508 1.38929
58 C -0.18975 1.75490 -0.05036
59 C 3.42857 -4.03812 3.40489
60 C 8.34809 -3.69801 7.34094
61 C -0.82321 3.15511 1.81614
62 C -0.52793 0.90171 -1.26534
63 C 5.52210 3.68391 0.47618
64 C 3.37370 1.59447 -0.16452
65 H -11.28776 -3.40630 -2.00226
66 H -13.61224 -2.90379 -2.50731
67 H -0.85604 -0.33012 -3.34355
68 H -2.83824 2.01090 -0.66544
69 H -13.53194 -1.35179 -1.64367
70 H -11.22670 -1.66928 -2.36878
71 H 4.43377 1.54079 -1.97868
72 H 8.75296 -5.68103 6.54270
73 H -9.20548 -0.65829 0.00930
74 H 4.13122 6.34533 0.83768
75 H 3.81715 -0.57251 -2.28955
76 H 6.85908 5.12591 1.40190
77 H 6.46085 -0.65089 -0.89818
78 H 9.12967 -3.49447 8.06789
79 H -6.33053 0.33690 -0.34535
80 H 0.59745 0.21119 -4.14493
81 H -6.85634 -1.23188 0.29598
82 H 2.48775 -4.57418 3.31292
83 H -3.18275 3.12241 0.63404
84 H 5.73640 7.07936 0.89217
85 H 5.99031 -1.21521 -2.51130
86 H 3.41339 -3.09614 5.36444
87 H -1.61135 3.64066 2.38522
88 H -0.01785 -0.06211 -1.15037
89 H 7.46524 -4.08526 7.85542
90 H 5.31853 6.06090 -0.49311
91 H 0.96020 1.80904 -2.58833
92 H 6.49908 -3.00650 -1.29707
93 H -8.51098 0.86746 0.59969
94 H 5.47519 1.18947 -0.62219
95 H -3.50837 -1.80886 -7.00850
96 H 4.79038 3.94900 -0.29837
97 H 0.12820 5.00739 3.49570
98 H 5.30560 4.79569 2.27529
99 H -2.89245 -0.75255 -9.82037
100 H 3.70251 -1.02208 -0.57259
101 H 6.40266 3.33170 -0.07240
102 H 2.39375 -2.29357 4.14679
103 H -1.59020 0.66485 -1.31964
104 H 9.81685 -4.40219 5.91323
105 H -0.92474 1.02939 -4.53892
106 H -4.14363 -0.17387 -8.69652
107 H 4.20824 -4.72631 3.73890
108 H 2.04208 3.09658 4.90810
109 H -3.38267 -2.74988 -8.51244
110 H 5.78888 -2.53518 0.04265
111 H 1.81132 4.70761 3.12612

- SMILES: CCCOc1nc2c(CC=O)cc(CC(=O)F)c(C[C@@H](C)F)c2nc1CCCN.O=S1(=O)OCCO1.O=S1(=O)OCCO1.O=S1(=O)OCCO1.O=S1(=O)OCCO1.O=S1(=O)OCCO1
- E_LUMO: 0.04 eV
- Frontier orbital gap: 8.60 eV
- M: 1028.05 g/mol

Here are the Mulliken charges for atoms 1 to 8, given in e: 1.176, 0.982, 1.064, 1.102, 0.787, -0.263, -0.442, -0.446


Look up the M of the first one.
367.33 g/mol